No. 1
{
  "formula": "C54H64F18N2O13",
  "method": "ωB97M-V/def2-TZVPD",
  "elements": ["F", "F", "F", "F", "F", "F", "F", "F", "F", "F", "F", "F", "F", "F", "F", "F", "F", "F", "O", "O", "O", "O", "O", "O", "O", "O", "O", "O", "O", "O", "O", "N", "N", "C", "C", "C", "C", "C", "C", "C", "C", "C", "C", "C", "C", "C", "C", "C", "C", "C", "C", "C", "C", "C", "C", "C", "C", "C", "C", "C", "C", "C", "C", "C", "C", "C", "C", "C", "C", "C", "C", "C", "C", "C", "C", "C", "C", "C", "C", "C", "C", "C", "C", "C", "C", "C", "C", "H", "H", "H", "H", "H", "H", "H", "H", "H", "H", "H", "H", "H", "H", "H", "H", "H", "H", "H", "H", "H", "H", "H", "H", "H", "H", "H", "H", "H", "H", "H", "H", "H", "H", "H", "H", "H", "H", "H", "H", "H", "H", "H", "H", "H", "H", "H", "H", "H", "H", "H", "H", "H", "H", "H", "H", "H", "H", "H", "H", "H", "H", "H", "H"],
  "xyz": [[-11.447, -3.637, 6.617], [9.857, 0.537, -3.635], [-12.030, -5.263, 5.320], [11.731, 2.502, 5.399], [-4.780, 0.100, 3.286], [12.026, 3.540, 3.524], [-3.658, 0.355, 5.118], [-10.500, -5.845, -3.165], [10.893, 4.473, 5.117], [-8.530, -1.813, 1.755], [8.372, 1.815, -4.557], [-8.535, -6.367, -3.904], [-10.974, -5.681, 7.161], [-10.242, -7.610, -4.385], [-8.148, -0.481, 0.090], [9.845, 0.815, -5.781], [-4.743, -1.482, 4.754], [-6.936, -2.248, 0.364], [-10.391, -2.287, -0.063], [-9.517, -5.282, 4.348], [-2.223, -0.253, 2.691], [8.770, -1.563, -5.286], [9.153, 3.588, 3.327], [-8.878, -8.849, -2.477], [9.621, 1.504, 4.049], [2.790, 0.536, -0.968], [-2.350, -2.232, 3.768], [6.956, -0.468, -4.514], [-8.876, -4.016, 6.102], [-9.644, -7.279, -1.053], [-8.790, -3.289, -1.298], [3.721, 2.928, 1.048], [1.554, 2.499, -0.881], [-0.701, 4.634, 2.406], [1.727, 5.660, 1.527], [-0.346, 4.565, 1.064], [-1.827, 1.879, -3.047], [3.451, 3.857, -1.285], [1.895, 3.791, -1.461], [6.376, 2.968, -0.986], [0.590, 1.919, -4.389], [-0.846, 2.788, -2.699], [-11.666, -4.347, -0.331], [-9.737, -10.479, -0.878], [-8.532, -9.713, -1.374], [6.813, 3.027, 3.710], [9.976, 5.331, -1.464], [2.714, 1.721, -0.761], [7.493, 2.477, -1.657], [3.283, 2.020, 1.838], [8.011, -2.784, -5.413], [3.919, 0.646, 1.989], [1.377, 5.733, 2.867], [-1.319, -1.506, 0.801], [7.218, -2.805, -6.701], [-11.074, -4.826, 6.134], [8.108, -0.514, -4.829], [-1.014, -0.661, 2.018], [8.655, 3.221, -1.819], [-4.010, -0.531, 4.177], [-9.148, -2.566, -0.418], [-9.726, -4.737, 5.391], [0.865, 5.079, 0.602], [-7.502, -2.786, 4.503], [-8.172, -1.767, 0.467], [-11.429, -2.939, -0.827], [6.442, 4.263, -0.475], [11.154, 3.309, 4.515], [-9.683, -6.860, -3.429], [-1.601, 0.974, -4.081], [7.600, 5.013, -0.643], [9.062, 0.690, -4.706], [-2.757, -1.137, 3.517], [0.389, 2.817, -3.349], [8.715, 4.516, -1.305], [2.097, 2.267, 2.720], [7.936, 3.129, 2.701], [-9.416, -7.684, -2.153], [-0.394, 1.003, -4.765], [3.866, 2.688, -0.380], [5.183, 2.041, -0.838], [1.494, 3.776, -2.984], [-7.548, -3.875, 5.550], [9.871, 2.668, 3.948], [-0.123, 0.056, -5.908], [0.158, 5.238, 3.314], [1.182, 5.045, -0.875], [-7.779, -10.392, -1.768], [10.256, 5.831, -0.538], [-8.127, -3.040, 3.652], [-12.502, -4.799, -0.865], [-11.889, -4.345, 0.737], [7.369, -2.913, -4.543], [-0.949, -0.634, -6.064], [1.943, 3.313, 2.946], [5.604, 4.674, 0.073], [3.840, 0.055, 1.075], [1.239, 1.806, 2.221], [5.483, 1.236, -0.167], [7.029, 2.271, 4.466], [8.749, -3.583, -5.403], [2.382, 3.492, -3.550], [-0.520, 0.261, 1.716], [-6.908, -3.627, 6.394], [-1.794, -2.444, 1.087], [1.525, 1.922, -4.938], [9.485, 2.771, -2.345], [7.875, -2.644, -7.556], [-2.766, 1.862, -2.510], [5.883, 2.762, 3.205], [-0.399, -1.730, 0.262], [-0.354, -1.180, 2.712], [3.420, 0.078, 2.773], [-7.208, -4.830, 5.150], [-2.000, -0.978, 0.133], [-6.488, -2.641, 4.153], [-10.786, -4.970, -0.482], [8.109, 2.181, 2.192], [-1.660, 4.247, 2.723], [-10.201, -11.031, -1.696], [-7.873, -1.846, 4.915], [0.096, 0.614, -6.817], [7.458, 1.465, -2.045], [0.245, 5.218, -1.402], [6.716, -3.765, -6.817], [2.033, 6.200, 3.590], [2.247, 1.711, 3.649], [-11.175, -2.923, -1.886], [-9.441, -11.182, -0.101], [7.691, 3.871, 1.947], [2.673, 6.079, 1.211], [1.237, 4.789, -3.299], [-1.029, 3.478, -1.884], [3.783, 4.805, -0.877], [10.795, 4.667, -1.738], [1.859, 5.879, -1.066], [-10.487, -9.804, -0.466], [-2.361, 0.251, -4.347], [-8.070, -9.129, -0.579], [-0.129, 5.316, 4.354], [-1.049, 4.122, 0.368], [0.763, -0.538, -5.674], [-12.317, -2.325, -0.691], [9.835, 6.060, -2.261], [7.671, 6.011, -0.223], [5.013, 1.575, -1.811], [6.464, -2.018, -6.709], [4.965, 0.793, 2.248], [3.867, 3.680, -2.276], [6.675, 3.978, 4.224], [0.838, 2.447, -0.175]],
  "mulliken_charge": [-0.250, -0.273, -0.236, -0.241, -0.253, -0.249, -0.278, -0.210, -0.247, -0.245, -0.229, -0.269, -0.253, -0.262, -0.275, -0.275, -0.266, -0.253, -0.328, -0.523, -0.295, -0.316, -0.378, -0.339, -0.516, -0.653, -0.528, -0.511, -0.340, -0.511, -0.521, -0.057, 0.579, -0.911, 0.007, -0.072, -0.992, -2.307, 2.428, 0.629, -0.573, -0.336, -0.914, -1.087, -0.225, -0.866, -1.666, -2.038, -0.668, 1.055, -0.228, -1.370, -0.933, -1.263, -1.094, 0.880, 0.279, 0.462, -0.665, 1.003, 0.315, 0.377, 0.342, -0.758, 0.974, -0.256, -0.195, 0.896, 0.938, -0.774, -0.941, 1.030, 0.269, 1.200, 1.148, -0.670, 0.200, 0.336, 0.750, 2.509, -2.068, -1.854, -0.355, 0.319, -1.414, -0.479, -1.678, 0.317, 0.368, 0.254, 0.385, 0.343, 0.320, 0.371, -0.165, 0.566, 0.304, -0.275, 0.554, 0.385, 0.322, 0.402, -0.300, 0.316, 0.373, 0.354, 0.333, 0.304, 0.452, -0.031, 0.377, 0.348, 0.500, 0.346, 0.330, 0.209, 0.120, 0.366, 0.479, 0.307, 0.362, 0.326, 0.473, 0.850, 0.371, 0.375, 0.676, 0.349, 0.367, 0.012, 0.299, 0.398, 0.275, 0.467, 0.370, 0.628, 0.304, 0.355, 0.320, 0.400, 0.342, 0.320, 0.297, 0.304, 0.384, 0.693, 0.314, 0.159, 0.123, 0.370, 0.186],
  "charge": 0,
  "e_tot_ha": -4981.397886,
  "lumo_energy_ev": 0.4,
  "orbital_gap_ev": 8.89,
  "smiles": "CC(C)=N[C@]1(Cc2ccc(C)cc2)C[C@@](Cc2ccccc2)(Cc2cccc(C)c2)NC1=O.CCOC(=O)C(F)(F)F.CCOC(=O)C(F)(F)F.CCOC(=O)C(F)(F)F.CCOC(=O)C(F)(F)F.CCOC(=O)C(F)(F)F.CCOC(=O)C(F)(F)F"
}

No. 2
{
  "formula": "C23H46CrNO19",
  "method": "ωB97M-V/def2-TZVPD",
  "elements": ["Cr", "O", "O", "O", "O", "O", "O", "O", "O", "O", "O", "O", "O", "O", "O", "O", "O", "O", "O", "O", "N", "C", "C", "C", "C", "C", "C", "C", "C", "C", "C", "C", "C", "C", "C", "C", "C", "C", "C", "C", "C", "C", "C", "C", "H", "H", "H", "H", "H", "H", "H", "H", "H", "H", "H", "H", "H", "H", "H", "H", "H", "H", "H", "H", "H", "H", "H", "H", "H", "H", "H", "H", "H", "H", "H", "H", "H", "H", "H", "H", "H", "H", "H", "H", "H", "H", "H", "H", "H", "H"],
  "xyz": [[-3.179, -0.891, 1.653], [3.483, -3.560, 0.870], [-0.255, 2.638, -1.709], [5.572, 2.861, 0.711], [-1.185, -0.407, 2.222], [-3.357, 3.318, 1.783], [4.195, 3.100, -1.026], [2.925, -2.601, -1.071], [-1.855, -5.031, 2.360], [-0.221, 4.862, -1.289], [-3.799, 1.143, 1.516], [-3.923, -4.854, 2.881], [-2.743, -0.307, -2.330], [-4.307, 2.711, -0.025], [-2.479, -1.224, -0.339], [3.485, 3.082, 1.145], [-2.849, -3.020, 2.160], [-1.549, -2.131, -2.158], [0.772, 4.158, -3.030], [4.460, -1.726, 0.347], [0.335, 0.336, -5.302], [6.713, 3.004, -0.123], [-2.730, 3.131, 3.034], [0.072, 3.776, -1.973], [2.142, 3.074, 0.711], [-2.911, -0.538, -3.724], [-0.562, -4.464, 2.282], [0.748, -0.066, 0.794], [0.712, -0.126, -4.166], [1.121, -0.646, -2.886], [0.131, -0.028, 2.194], [-3.776, 2.280, 1.095], [2.520, -4.566, 0.738], [-2.295, -1.247, -1.530], [-1.076, 4.775, -0.156], [4.547, -0.537, -0.473], [1.182, 3.083, -3.876], [-5.229, -4.260, 2.825], [3.581, -2.620, -0.066], [-5.113, 1.761, -0.716], [-2.892, -4.211, 2.391], [0.991, -0.838, 3.153], [-0.857, -3.142, -1.431], [4.394, 3.037, 0.160], [6.665, 2.469, -1.065], [-0.215, -4.187, 3.281], [1.270, 3.409, -4.906], [0.842, -1.138, 0.576], [-3.662, -1.307, -3.919], [1.877, 3.999, 0.197], [0.876, -1.718, -2.756], [-4.566, 0.948, -1.197], [-2.166, 4.002, 3.352], [5.378, 0.047, -0.098], [-5.211, -3.175, 2.883], [3.613, 0.024, -0.451], [2.436, -5.092, 1.689], [-0.471, 4.546, 0.728], [0.565, -0.170, -2.064], [-3.392, 0.371, -4.089], [-0.535, -3.649, 1.559], [1.517, 2.986, 1.602], [-0.490, -3.893, -2.127], [-5.590, 2.235, -1.574], [-1.978, -0.702, -4.255], [0.130, -5.247, 1.972], [2.077, 2.606, -3.483], [-5.757, -4.641, 3.694], [-2.000, 2.317, 2.976], [4.702, -0.916, -1.484], [1.789, 0.249, 0.764], [-1.854, 4.025, -0.241], [-3.376, 2.819, 3.855], [-5.896, 1.395, -0.055], [1.971, -0.357, 3.156], [1.007, -1.872, 2.816], [0.156, 0.459, 0.046], [-1.563, -3.711, -0.821], [-5.713, -4.621, 1.920], [-0.047, -2.655, -0.895], [2.193, -0.562, -2.719], [0.116, 1.056, 2.422], [7.001, 4.050, -0.245], [0.401, 2.317, -3.880], [1.791, 2.260, 0.078], [7.565, 2.615, 0.440], [0.651, -0.796, 4.188], [1.500, -4.339, 0.424], [-1.421, 5.789, 0.029], [2.873, -5.336, 0.045]],
  "lowdin_spin": [4.609, 0.000, 0.001, 0.000, 0.843, 0.007, 0.000, 0.001, 0.004, 0.000, 0.074, 0.007, 0.004, 0.007, 0.067, 0.000, 0.062, 0.007, 0.006, 0.000, 0.946, 0.000, 0.001, 0.000, 0.001, 0.000, 0.001, 0.034, 0.770, 0.140, 0.115, 0.018, 0.000, 0.017, 0.000, 0.000, 0.025, 0.008, 0.000, 0.003, 0.012, 0.010, 0.004, 0.000, 0.000, 0.000, 0.001, 0.001, 0.000, 0.000, 0.053, 0.001, 0.000, 0.000, 0.015, 0.000, 0.000, 0.000, 0.025, 0.000, 0.001, 0.001, 0.001, 0.000, 0.000, 0.000, 0.001, 0.000, 0.001, 0.000, 0.001, 0.000, 0.000, 0.001, 0.000, 0.000, 0.002, 0.000, 0.000, 0.001, 0.000, 0.065, 0.000, 0.018, 0.000, 0.000, 0.000, 0.000, 0.000, 0.000],
  "s2": 20.01,
  "spin_multiplicity": 9,
  "charge": 1,
  "e_tot_ha": -3432.251685,
  "lumo_energy_ev": [-1.8, -5.3],
  "orbital_gap_ev": [6.17, 7.73]
}

No. 3
{
  "formula": "C47H56FN4O5P2SW",
  "method": "ωB97M-V/def2-TZVPD",
  "elements": ["W", "S", "P", "P", "F", "O", "O", "O", "O", "O", "N", "N", "N", "N", "C", "C", "C", "C", "C", "C", "C", "C", "C", "C", "C", "C", "C", "C", "C", "C", "C", "C", "C", "C", "C", "C", "C", "C", "C", "C", "C", "C", "C", "C", "C", "C", "C", "C", "C", "C", "C", "C", "C", "C", "C", "C", "C", "C", "C", "C", "C", "H", "H", "H", "H", "H", "H", "H", "H", "H", "H", "H", "H", "H", "H", "H", "H", "H", "H", "H", "H", "H", "H", "H", "H", "H", "H", "H", "H", "H", "H", "H", "H", "H", "H", "H", "H", "H", "H", "H", "H", "H", "H", "H", "H", "H", "H", "H", "H", "H", "H", "H", "H", "H", "H", "H", "H"],
  "xyz": [[20.994, 14.324, 12.039], [28.023, 10.829, 13.353], [23.353, 13.920, 11.536], [21.694, 11.930, 12.360], [14.174, 15.011, 13.723], [18.853, 14.833, 12.141], [20.578, 14.747, 10.122], [20.962, 14.693, 13.948], [21.322, 16.370, 11.418], [16.025, 12.134, 10.954], [12.931, 17.298, 12.366], [10.230, 18.127, 12.498], [17.289, 18.194, 10.393], [23.416, 12.210, 12.006], [14.253, 16.919, 12.188], [18.507, 17.761, 9.949], [19.066, 16.622, 10.534], [21.080, 8.951, 15.132], [16.177, 15.435, 12.597], [18.319, 15.778, 11.397], [25.208, 14.734, 13.442], [21.437, 10.956, 16.367], [21.523, 10.970, 13.930], [24.380, 16.457, 11.881], [12.082, 16.777, 13.451], [16.956, 16.098, 11.574], [25.907, 17.073, 13.715], [24.505, 11.296, 12.642], [25.045, 14.191, 9.288], [10.911, 17.682, 13.771], [20.873, 10.797, 11.209], [21.415, 10.318, 10.031], [21.178, 9.594, 16.353], [25.974, 15.745, 14.181], [21.507, 11.632, 15.169], [23.284, 12.606, 7.770], [16.891, 19.599, 10.218], [25.379, 13.808, 8.015], [11.088, 18.722, 11.431], [25.198, 17.415, 12.570], [12.234, 17.785, 11.142], [21.325, 9.585, 13.913], [21.695, 15.675, 14.665], [16.479, 17.373, 11.180], [19.323, 9.342, 9.364], [27.582, 9.822, 14.815], [15.152, 17.706, 11.457], [17.163, 20.189, 8.870], [20.406, 16.002, 10.583], [22.887, 13.097, 9.003], [25.815, 11.508, 11.946], [14.848, 15.760, 12.791], [26.794, 10.342, 12.155], [14.052, 11.558, 9.626], [23.808, 13.790, 9.815], [20.651, 9.586, 9.107], [24.421, 15.135, 12.336], [24.502, 13.041, 7.277], [15.290, 12.412, 9.693], [19.519, 10.495, 11.461], [18.742, 9.746, 10.579], [14.453, 10.495, 9.739], [22.429, 10.568, 9.810], [15.910, 12.203, 8.801], [21.648, 12.713, 15.209], [21.540, 11.520, 17.251], [18.991, 18.284, 9.182], [26.453, 15.417, 15.074], [18.186, 20.571, 8.815], [26.298, 12.392, 12.319], [25.618, 11.666, 10.879], [11.147, 18.508, 14.406], [25.184, 18.440, 12.246], [18.666, 8.849, 8.591], [11.490, 19.656, 11.824], [9.697, 17.332, 12.168], [23.905, 16.654, 10.940], [15.178, 13.500, 9.597], [17.712, 9.544, 10.872], [15.810, 19.694, 10.471], [26.593, 9.268, 14.687], [20.802, 7.904, 15.078], [22.750, 11.899, 7.112], [26.278, 14.223, 7.621], [16.931, 12.449, 10.805], [10.138, 17.135, 14.288], [17.453, 20.174, 10.987], [25.336, 13.698, 13.791], [24.609, 11.368, 13.726], [21.123, 16.109, 15.493], [21.259, 9.061, 12.951], [27.489, 10.510, 15.642], [11.893, 16.957, 10.512], [21.204, 9.133, 8.286], [14.715, 18.569, 10.998], [21.035, 9.018, 17.259], [12.964, 18.240, 10.526], [19.119, 10.866, 12.387], [24.779, 12.853, 6.245], [21.841, 13.044, 9.299], [17.081, 19.472, 8.034], [9.544, 18.845, 12.813], [22.553, 15.188, 15.156], [11.733, 15.731, 13.295], [16.681, 14.760, 13.275], [22.053, 16.559, 14.031], [27.415, 10.087, 11.255], [24.031, 10.334, 12.439], [13.295, 11.834, 10.339], [28.479, 9.217, 15.011], [16.469, 20.990, 8.698], [26.283, 9.440, 12.522], [26.314, 17.890, 14.301], [10.530, 18.981, 10.504], [12.763, 16.741, 14.377], [13.594, 11.612, 8.641], [25.787, 14.650, 9.941]],
  "lowdin_spin": [1.571, 0.000, 0.009, 0.058, 0.000, 0.043, 0.062, 0.072, 0.073, 0.000, 0.000, 0.000, 0.004, -0.001, 0.001, 0.000, 0.004, 0.001, 0.000, 0.005, 0.001, 0.000, 0.013, 0.001, 0.000, 0.002, 0.001, 0.001, -0.001, 0.000, 0.012, 0.002, 0.002, 0.000, 0.002, 0.000, 0.000, 0.000, 0.000, 0.000, 0.000, 0.003, 0.009, 0.001, 0.003, 0.000, 0.000, 0.000, 0.032, 0.002, 0.000, 0.001, 0.000, 0.000, -0.002, 0.001, 0.003, 0.000, 0.000, 0.008, 0.000, 0.000, 0.000, 0.000, 0.000, 0.000, 0.000, 0.000, 0.000, 0.000, 0.000, 0.000, 0.000, 0.000, 0.000, 0.000, 0.000, 0.000, 0.000, 0.000, 0.000, 0.000, 0.000, 0.000, 0.000, 0.000, 0.000, 0.000, 0.000, -0.001, 0.000, 0.000, 0.000, 0.000, 0.000, 0.000, 0.000, 0.001, 0.000, 0.001, 0.000, 0.000, -0.002, 0.000, 0.000, 0.002, 0.000, 0.000, 0.000, 0.000, 0.000, 0.000, 0.000, 0.000, 0.000, 0.000, 0.000],
  "s2": 2.01,
  "spin_multiplicity": 3,
  "charge": 3,
  "relative_energy_ev": 3.549,
  "e_tot_ha": -3666.708469,
  "lumo_energy_ev": [-7.9, -7.8],
  "orbital_gap_ev": [5.07, 5.21]
}